Entry 1:
One molecule with the formula C3H5NO, computed with ωB97M-V/def2-TZVPD.

Structure (XYZ):
```
10
Properties=species:S:1:pos:R:3:forces:R:3:lowdin_charge:R:1
C -0.15616 -0.01719 1.75152 0.2 0.7 -1.3 -0.04
C 0.29600 -0.17757 0.30865 2.7 -0.7 0.2 -0.21
N -0.34375 0.08944 -0.70771 -3.3 1.5 -2.7 0.08
C -0.09280 0.11245 -2.11577 2.0 1.2 2.1 -0.31
O 0.80301 0.71161 -2.66591 0.1 -0.1 0.7 0.04
H -0.16337 1.02155 2.10866 0.3 -0.1 -0.4 0.08
H -1.19178 -0.25666 1.61398 -0.7 -0.6 0.9 0.07
H 0.43753 -0.61112 2.44305 -0.4 -0.2 -0.1 0.07
H 1.24863 -0.59799 -0.00724 0.8 -0.4 1.3 0.12
H -0.83731 -0.27452 -2.72923 -1.8 -1.4 -0.6 0.09
```
Positions in Å, forces in eV/Å.

The calculation puts the orbital gap at 0.377 hartree. The value obtained for the relative energy (zero: lowest compared OMol25 entry of this formula, charge and spin) is 1.414 eV. Its SMILES is C/C=N/C=O. The spin multiplicity is 1. For the lowest unoccupied orbital energy, the calculation gives 0.70 eV. Its total charge is 0. For the total energy, the calculation gives -247.2553 Eh. As for the HOMO energy: -9.569 eV.

Entry 2:
A 2-piece molecular cluster, C3H5NO overall, computed with ωB97M-V/def2-TZVPD.

Structure (XYZ):
```
10
Properties=species:S:1:pos:R:3:forces:R:3:lowdin_charge:R:1
C -0.48216 0.30204 0.16967 0.1 0.8 1.2 -0.50
C 0.75137 -0.06891 -0.52635 0.3 0.3 0.2 -0.17
C 1.26187 -1.29543 -0.41568 0.2 0.2 -0.1 -0.01
O -1.22299 -0.48566 0.94609 -0.3 -0.1 -0.7 0.11
N -0.54601 1.59288 0.05757 -0.6 0.7 -1.3 0.08
H -1.99851 -0.00877 1.27392 0.2 0.0 0.0 0.13
H -1.33137 2.21872 -0.08752 -0.3 -0.4 1.0 0.09
H 0.58088 1.37585 -0.70846 0.6 -1.6 -0.1 0.18
H 2.20759 -1.55316 -0.87801 0.0 0.0 0.0 0.04
H 0.77934 -2.07756 0.16877 -0.1 0.0 -0.1 0.06
```
Positions in Å, forces in eV/Å.

The calculation puts the orbital gap at 0.332 hartree. The value obtained for the relative energy (zero: lowest compared OMol25 entry of this formula, charge and spin) is 3.988 eV. The spin multiplicity is 1. For the lowest unoccupied orbital energy, the calculation gives 0.49 eV. Its total charge is 0. For the total energy, the calculation gives -247.1607 Eh. As for the HOMO energy: -8.551 eV.

Entry 3:
One molecule with the formula C3H5NO, computed with ωB97M-V/def2-TZVPD.

Structure (XYZ):
```
10
Properties=species:S:1:pos:R:3:forces:R:3:lowdin_charge:R:1
C 1.80314 -0.28192 -0.07154 -0.6 0.4 0.3 0.03
C 0.51086 -0.47558 0.02969 -0.1 -0.2 0.4 -0.20
N -0.40276 0.53639 0.05550 -1.9 1.1 -0.1 0.03
C -1.73842 0.27996 -0.02175 -0.3 -2.4 -0.3 -0.32
O -2.17872 -0.85935 -0.02149 0.1 0.5 0.1 0.01
H 2.44734 -1.08744 -0.00134 1.2 -1.4 0.0 0.03
H 2.19801 0.69883 -0.04602 0.5 0.9 -0.3 0.05
H -0.01707 -1.39501 0.17018 0.3 -0.7 -0.2 0.11
H -0.18619 1.50075 0.07598 0.8 0.8 -0.1 0.13
H -2.43619 1.08337 -0.16921 0.0 1.1 0.2 0.12
```
Positions in Å, forces in eV/Å.

The calculation puts the orbital gap at 0.366 hartree. The value obtained for the relative energy (zero: lowest compared OMol25 entry of this formula, charge and spin) is 0.633 eV. Its SMILES is C=CNC=O. The spin multiplicity is 1. For the lowest unoccupied orbital energy, the calculation gives 0.88 eV. Its total charge is 0. For the total energy, the calculation gives -247.2840 Eh. As for the HOMO energy: -9.065 eV.

Entry 4:
One molecule with the formula C3H5NO, computed with ωB97M-V/def2-TZVPD.

Structure (XYZ):
```
10
Properties=species:S:1:pos:R:3:forces:R:3:lowdin_charge:R:1
C 1.00821 -0.60555 0.19789 -0.1 2.1 -1.0 -0.02
C -0.01266 0.36773 -0.60562 1.1 -4.7 0.8 -0.31
N -0.78110 1.37737 0.03710 -3.2 -1.0 0.4 0.09
C -1.32321 -0.08761 -0.17332 1.5 3.7 -0.6 -0.33
O -2.19770 -0.82946 0.08246 -0.3 0.0 0.2 0.15
H 1.12982 -1.55626 -0.31890 -0.1 0.1 -0.1 0.07
H 1.95100 -0.06195 0.22397 0.3 -0.3 0.1 0.06
H 0.69106 -0.76793 1.22596 -0.2 0.0 -0.1 0.07
H 0.21152 0.47648 -1.66085 0.3 0.3 0.0 0.13
H -0.67694 1.68718 0.99132 0.7 -0.2 0.2 0.09
```
Positions in Å, forces in eV/Å.

The calculation puts the orbital gap at 0.372 hartree. The value obtained for the relative energy (zero: lowest compared OMol25 entry of this formula, charge and spin) is 2.407 eV. Its SMILES is C[C@@H]1NC1=O. The spin multiplicity is 1. For the lowest unoccupied orbital energy, the calculation gives 0.94 eV. Its total charge is 0. For the total energy, the calculation gives -247.2188 Eh. As for the HOMO energy: -9.192 eV.

Entry 5:
A 2-piece molecular cluster, C3H5NO overall, computed with ωB97M-V/def2-TZVPD.

Structure (XYZ):
```
10
Properties=species:S:1:pos:R:3:forces:R:3:lowdin_charge:R:1
C 1.62771 1.15781 -0.31617 -2.9 3.6 -1.5 -0.10
C 1.00361 0.05094 -0.12187 2.6 0.7 0.6 -0.04
C -1.25654 -0.21757 -0.26167 -1.3 0.0 -0.2 -0.42
N -1.60776 -1.06194 0.72329 1.6 0.1 0.0 0.11
O -1.81746 0.43540 -1.09680 -0.5 -0.6 0.6 0.08
H 2.65681 1.19072 -0.34963 2.4 0.0 0.1 0.01
H 1.15250 2.18722 -0.62723 0.6 -2.0 0.7 0.10
H 1.59340 -0.76427 0.17641 0.1 -1.9 0.3 0.03
H -0.81620 -1.56044 1.24764 -2.1 1.0 -1.3 0.13
H -2.53607 -1.41786 0.62603 -0.6 -0.8 0.6 0.09
```
Positions in Å, forces in eV/Å.

The calculation puts the orbital gap (alpha / beta) at 0.245 / 0.318 hartree. The value obtained for the relative energy (zero: lowest compared OMol25 entry of this formula, charge and spin) is 2.047 eV. The spin multiplicity is 3. For the lowest unoccupied orbital energy (alpha / beta), the calculation gives 0.92 / -1.53 eV. Its total charge is 0. As for the expectation value of S²: 2.016. For the total energy, the calculation gives -247.0725 Eh. As for the HOMO energy (alpha / beta): -5.749 / -10.179 eV.

Entry 6:
One molecule with the formula C3H5NO2, computed with ωB97M-V/def2-TZVPD.

Structure (XYZ):
```
11
Properties=species:S:1:pos:R:3:forces:R:3:lowdin_charge:R:1
O -1.46652 -1.45389 0.23909 -0.2 0.1 -0.7 0.06
C -1.57899 -0.26084 0.15269 0.1 -0.1 1.8 -0.24
C -0.39716 0.67060 0.33427 0.4 -0.3 -0.4 -0.16
N 0.85475 -0.04364 0.33553 0.7 -0.5 -0.1 0.01
C 1.46421 -0.40287 -0.85519 -1.3 2.2 0.7 -0.32
O 1.01601 0.06232 -1.88605 0.5 -0.9 -0.2 0.02
H -2.55614 0.23240 0.32885 -0.2 0.0 -0.7 0.12
H -0.35529 1.44919 -0.42891 -0.2 0.0 0.1 0.12
H -0.55659 1.12518 1.32305 0.1 0.1 -0.3 0.13
H 1.15391 -0.46020 1.20179 0.0 -0.1 -0.1 0.13
H 2.42182 -0.91825 -0.74513 -0.1 -0.4 -0.1 0.13
```
Positions in Å, forces in eV/Å.

The calculation puts the orbital gap at 0.391 hartree. The value obtained for the relative energy (zero: lowest compared OMol25 entry of this formula, charge and spin) is 1.101 eV. Its SMILES is O=CCNC=O. The spin multiplicity is 1. For the lowest unoccupied orbital energy, the calculation gives 0.80 eV. Its total charge is 0. For the total energy, the calculation gives -322.5339 Eh. As for the HOMO energy: -9.840 eV.

Entry 7:
One molecule with the formula C3H5NO2, computed with ωB97M-V/def2-TZVPD.

Structure (XYZ):
```
11
Properties=species:S:1:pos:R:3:forces:R:3:lowdin_charge:R:1
C 0.46986 -0.98484 -1.34906 0.1 -0.1 -0.1 -0.07
N -0.45216 -0.22068 -0.51929 0.0 0.1 0.2 0.03
C 0.08071 0.49172 0.50223 0.4 -0.2 0.0 -0.46
O 1.28619 0.63618 0.65486 -0.1 0.0 -0.1 0.06
C -0.62140 1.12957 1.69634 -0.2 -0.2 0.3 -0.17
O -0.99153 0.49437 2.65230 -0.1 0.2 -0.7 0.08
H 1.39856 -1.06590 -0.78380 -0.1 -0.1 -0.2 0.08
H 0.07934 -1.98811 -1.53602 -0.1 0.2 0.0 0.09
H 0.69276 -0.49461 -2.30213 -0.1 0.0 0.1 0.09
H -1.43727 -0.22676 -0.74349 0.2 0.0 0.4 0.14
H -0.50505 2.22907 1.72806 -0.1 -0.1 0.0 0.13
```
Positions in Å, forces in eV/Å.

The calculation puts the orbital gap at 0.383 hartree. The value obtained for the relative energy (zero: lowest compared OMol25 entry of this formula, charge and spin) is 1.242 eV. Its SMILES is CNC(=O)C=O. The spin multiplicity is 1. For the lowest unoccupied orbital energy, the calculation gives 0.67 eV. Its total charge is 0. For the total energy, the calculation gives -322.5287 Eh. As for the HOMO energy: -9.760 eV.

Entry 8:
One molecule with the formula C3H5NO2, computed with ωB97M-V/def2-TZVPD.

Structure (XYZ):
```
11
Properties=species:S:1:pos:R:3:forces:R:3:lowdin_charge:R:1
H 2.30478 1.42521 0.82219 -0.1 0.2 0.6 0.06
N 2.67111 0.47956 0.76260 -0.2 0.3 -0.4 0.12
C 1.78044 -0.29928 0.34082 0.7 0.5 -0.3 -0.25
O 0.47285 0.14172 0.17492 0.1 0.0 0.0 0.02
C -0.60727 -0.60070 -0.25709 0.0 -0.4 -0.1 -0.49
C -1.83828 0.28893 -0.31826 0.1 -0.1 0.0 0.02
O -0.55361 -1.76566 -0.53467 0.1 0.6 0.2 0.12
H 2.18601 -1.23420 -0.01563 -1.2 -0.8 0.1 0.13
H -2.09373 0.64728 0.68584 0.1 -0.1 -0.1 0.09
H -1.63465 1.17959 -0.92401 0.0 -0.2 0.1 0.09
H -2.68765 -0.26245 -0.73671 0.4 0.1 0.1 0.09
```
Positions in Å, forces in eV/Å.

The calculation puts the orbital gap at 0.419 hartree. The value obtained for the relative energy (zero: lowest compared OMol25 entry of this formula, charge and spin) is 0.995 eV. Its SMILES is [H]/N=C\OC(C)=O. The spin multiplicity is 1. For the lowest unoccupied orbital energy, the calculation gives 0.79 eV. Its total charge is 0. For the total energy, the calculation gives -322.5378 Eh. As for the HOMO energy: -10.626 eV.